(1)
The following is a DFT calculation (ωB97M-V/def2-TZVPD) of a single C4H9NO2S molecule.

Results
Molar mass, g mol⁻¹: 135.2
Charge: 0
Spin multiplicity: 1
Frontier orbital gap, eV: 9.73

Geometry as XYZ:
```
17
C4H9NO2S ωB97M-V/def2-TZVPD
C -0.9726 0.5282 -0.1626
C -2.6993 -1.1090 -0.0837
C 3.1447 0.2004 0.4707
C 0.2850 1.0378 0.5367
N -1.2953 0.9951 -1.2943
O 1.2866 -1.3074 -0.6359
O -1.5958 -0.4842 0.5595
S 1.6350 0.1431 -0.6303
H -2.5602 -2.0892 0.2609
H -2.9016 -0.9945 -1.2132
H -3.5646 -0.5553 0.3330
H 3.9606 -0.4721 0.0403
H 2.9978 -0.3980 1.2956
H 3.4007 1.2709 0.5246
H 0.5295 2.0096 0.2782
H 0.4608 0.6082 1.4736
H -2.1113 0.6166 -1.7532
```



(2)
The following is a DFT calculation (ωB97M-V/def2-TZVPD) of 2 unconnected molecules or ions with the total composition C4H9NO2S.

Results
Molar mass, g mol⁻¹: 135.2
Charge: 0
Spin multiplicity: 1
Frontier orbital gap, eV: 9.97

Geometry as XYZ:
```
17
C4H9NO2S ωB97M-V/def2-TZVPD
C -2.4229 1.6952 -0.1425
C -1.5535 0.9986 0.7013
C -1.8882 -0.4889 1.0578
C 2.0223 -1.4750 -1.3505
N -1.3422 1.5355 -0.7668
O 1.1130 -0.1013 0.7035
O 3.1568 0.5154 -0.2782
S 1.6430 0.1406 -0.6300
H -3.4041 2.2267 -0.1923
H 3.3032 1.1877 0.3636
H -0.9948 1.4483 1.5023
H -2.6560 -0.7346 0.3500
H -2.2023 -0.4810 2.0935
H -0.8939 -0.9438 1.0648
H 2.1570 -1.4595 -2.4643
H 2.8342 -1.9655 -0.8474
H 1.1284 -2.0983 -1.1650
```



(3)
The following is a DFT calculation (ωB97M-V/def2-TZVPD) of a single C4H9NO2S molecule.

Results
Molar mass, g mol⁻¹: 135.2
Charge: 0
Spin multiplicity: 1
Frontier orbital gap, eV: 10.21

Geometry as XYZ:
```
17
C4H9NO2S ωB97M-V/def2-TZVPD
C -0.0726 1.5681 1.0408
C -1.0882 0.9389 -1.2179
C 0.3598 -2.2133 -0.9413
C -0.0341 0.5219 -0.1819
N 0.6931 1.1852 2.0432
O -0.8278 2.5147 1.0170
O 0.6675 -1.3509 1.5329
S -0.3035 -1.1506 0.4870
H -2.0879 0.9781 -0.7243
H -1.1802 0.2259 -1.9882
H -0.6599 1.7795 -1.7068
H 0.3894 -1.7709 -1.9118
H -0.2258 -3.0930 -1.1244
H 1.3839 -2.6097 -0.6091
H 1.0891 0.4909 -0.4786
H 0.8858 0.1676 2.0611
H 1.0115 1.8176 2.7021
```



(4)
The following is a DFT calculation (ωB97M-V/def2-TZVPD) of a single C4H9NO2S molecule.

Results
Molar mass, g mol⁻¹: 135.2
Charge: 0
Spin multiplicity: 1
Structure (SMILES): CO[C@@H](CN)C(O)=S
Frontier orbital gap, eV: 8.99

Geometry as XYZ:
```
17
C4H9NO2S ωB97M-V/def2-TZVPD
C -0.1322 2.0928 0.6202
O -0.6359 1.1997 -0.2282
C -0.4439 -0.0655 0.3824
C -1.6159 -0.9413 -0.2298
N -3.0819 -0.3668 -0.2108
C 0.8732 -0.6417 0.1238
O 1.1166 -1.8443 0.7109
S 2.1201 0.2284 -0.5961
H -0.9206 2.1828 1.4731
H 0.8789 1.9232 1.1526
H 0.0654 3.1765 0.1426
H -0.7116 -0.0219 1.3880
H -1.5463 -1.9641 0.2572
H -1.1335 -0.9679 -1.2884
H -3.2283 0.3089 -1.2426
H -3.7790 -1.0848 -0.5573
H 2.0943 -2.1483 0.4471
```



Least stable of them? (2).



(1)
The following is a DFT calculation (ωB97M-V/def2-TZVPD) of a single C4H9NO2S molecule.

Results
Molar mass, g mol⁻¹: 135.2
Charge: 0
Spin multiplicity: 1
Structure (SMILES): CN[C@H]1[C@H](C)S1(=O)=O
Frontier orbital gap, eV: 9.26

Geometry as XYZ:
```
17
C4H9NO2S ωB97M-V/def2-TZVPD
C -0.0208 0.6541 2.4556
N 0.1954 1.0749 1.1122
C -0.3982 0.3074 0.1298
C 0.3280 0.1234 -1.1942
C -0.6596 -0.1858 -2.3772
S 0.6237 -1.3080 -0.1015
O 1.6190 -1.2908 0.8710
O 0.3059 -2.5338 -0.7552
H -1.0302 0.7085 2.7623
H 0.4319 -0.3825 2.3506
H 0.6254 1.3253 2.9940
H 1.1708 1.1637 0.9143
H -1.5092 0.3340 0.2147
H 1.0893 0.9223 -1.3703
H -1.2317 -1.0921 -2.1789
H -0.1682 -0.4071 -3.2591
H -1.3716 0.5865 -2.5680
```



(2)
The following is a DFT calculation (ωB97M-V/def2-TZVPD) of a single C4H9NO2S molecule.

Results
Molar mass, g mol⁻¹: 135.2
Charge: 0
Spin multiplicity: 1
Frontier orbital gap, eV: 4.00

Geometry as XYZ:
```
17
C4H9NO2S ωB97M-V/def2-TZVPD
C 0.0468 -0.7925 -0.4798
N -1.1533 -0.4682 0.2574
C -1.7832 0.8471 -0.1561
O -2.6149 1.2954 0.6880
O -2.4474 0.5011 -1.4400
C 1.3102 -1.1299 0.3497
C 1.9071 -0.0264 1.1569
S 2.1556 1.4335 0.1964
H 0.3614 0.0805 -1.0780
H -0.2696 -1.5208 -1.2443
H -0.9858 -0.3530 1.2551
H -0.9360 1.5469 -0.4267
H 1.0756 -2.0241 0.9425
H 2.0911 -1.2065 -0.4309
H -3.3783 0.6229 -1.2544
H 1.3914 0.2370 2.0759
H 3.2295 0.9570 -0.4116
```



Least stable of them? (2).



(1)
The following is a DFT calculation (ωB97M-V/def2-TZVPD) of a single C7H12S molecule.

Results
Molar mass, g mol⁻¹: 128.2
Charge: 0
Spin multiplicity: 1
Structure (SMILES): C[C@@]1(S)[C@@H]2CCC[C@@H]21
Frontier orbital gap, eV: 9.53

Geometry as XYZ:
```
20
C7H12S ωB97M-V/def2-TZVPD
C 0.3932 2.1486 1.4520
C 0.3215 0.8203 0.6119
S 1.7157 0.8809 -0.7101
C -0.1339 -0.5244 1.0366
C 0.4866 -1.5491 0.1092
C -0.0849 -1.4323 -1.2999
C -1.2795 -0.3509 -1.2659
C -1.0009 0.2457 0.0834
H 1.2007 2.1887 2.1540
H 0.4425 2.8591 0.5384
H -0.6881 2.4289 1.9950
H 2.7376 0.4568 0.1530
H -0.1965 -0.7926 2.0358
H 1.7511 -1.2904 0.0140
H 0.2927 -2.8311 0.3271
H 0.5247 -1.3253 -2.1838
H -0.8066 -2.2066 -1.8983
H -2.2213 -0.7424 -1.1372
H -1.4967 0.1915 -2.2337
H -1.9579 0.8246 0.2185
```



(2)
The following is a DFT calculation (ωB97M-V/def2-TZVPD) of a single C7H12S molecule.

Results
Molar mass, g mol⁻¹: 128.2
Charge: 0
Spin multiplicity: 1
Structure (SMILES): CC(=S)C(C)=C(C)C
Frontier orbital gap, eV: 8.41

Geometry as XYZ:
```
20
C7H12S ωB97M-V/def2-TZVPD
C 1.8304 0.9217 1.4429
C 1.5261 0.2053 0.1372
S 2.6282 0.1280 -1.0664
C 0.2027 -0.4275 0.0377
C 0.0827 -1.7134 0.8477
C -0.7691 0.0984 -0.6930
C -2.0225 -0.6117 -0.9042
C -0.6459 1.5383 -1.2460
H 2.1055 0.2480 2.1808
H 2.6894 1.4955 1.2106
H 0.8127 1.2567 1.8451
H -0.8699 -1.5854 1.4116
H 0.0999 -2.6501 0.2167
H 0.9554 -1.7875 1.5975
H -2.2978 -1.2055 0.0456
H -2.0290 -1.5193 -1.6193
H -2.7186 0.0645 -1.1691
H -1.0042 2.1795 -0.4776
H 0.4639 1.6575 -1.4643
H -1.0399 1.7068 -2.3334
```



(3)
The following is a DFT calculation (ωB97M-V/def2-TZVPD) of 2 unconnected molecules or ions with the total composition C7H12S.

Results
Molar mass, g mol⁻¹: 128.2
Charge: 0
Spin multiplicity: 1
Frontier orbital gap (spin up / spin down), eV: 7.62 / 7.42

Geometry as XYZ:
```
20
C7H12S ωB97M-V/def2-TZVPD
C 0.4380 -0.6486 0.5162
C -0.8695 -0.5134 0.7204
C 1.5881 1.1720 -1.0835
C 1.7565 -1.3654 0.6709
C -1.7342 -1.7475 1.1003
C -1.6818 0.7147 0.5621
C 0.8560 2.0585 -2.0323
S 3.1621 0.8803 -0.9143
H 2.4391 -0.6306 0.3998
H 1.8545 -1.6456 1.6897
H 1.8235 -2.2373 0.0616
H -1.8098 -1.8446 2.1364
H -1.3156 -2.6564 0.8757
H -2.6062 -1.5721 0.5678
H -2.2959 0.8315 -0.4426
H -2.4872 0.7492 1.3216
H -1.1702 1.6680 0.5342
H 1.4785 2.3414 -2.8598
H 0.0829 1.4833 -2.3809
H 0.4915 2.9627 -1.4433
```



Least stable of them? (3).